[1]
This record from the Open Molecules 2025 dataset describes a molecular structure, C34H26N5P2PdS2Se2 at a distorted geometry. The level of theory is ωB97M-V/def2-TZVPD.

- Spin multiplicity: 2
- HOMO-LUMO gap (alpha / beta): 6.69 / 6.50 eV
- Lowest unoccupied orbital energy (alpha / beta): -0.62 / -0.85 eV
- HOMO level (alpha / beta): -7.31 / -7.35 eV
- Energy: -217551.260 eV
- ⟨S²⟩: 0.755
- ΔE to the lowest compared entry with this formula, charge and spin: 0.796 eV

Cartesian coordinates (Å):
H: -6.36 -0.34 -0.73
H: 7.31 2.59 -0.66
C: 1.59 -3.48 -1.78
H: 5.31 3.25 0.63
C: -5.28 -0.33 -0.80
C: 0.25 -1.16 2.96
H: -5.12 1.79 -0.53
H: -5.14 -2.45 -1.13
Pd: 0.36 2.98 -2.44
C: -5.10 -0.23 2.95
H: 1.21 -1.66 -2.85
H: -1.06 -2.26 0.74
C: -3.22 -1.52 -1.10
C: -2.52 -0.33 -0.95
H: 2.32 -4.36 3.55
H: 0.04 -4.42 1.08
H: -5.15 1.49 4.25
S: -0.96 5.49 -4.53
C: -0.10 0.99 -0.07
H: 1.02 2.65 -5.04
C: 1.74 -3.47 3.38
H: 2.33 -3.83 -2.49
Se: 0.08 1.62 4.54
H: -0.06 -4.28 4.22
C: 5.22 3.03 -0.43
C: 1.27 -4.26 -0.67
P: -0.56 0.46 2.88
C: 2.33 -2.36 2.79
S: 4.59 2.17 -4.78
C: -0.31 -2.60 0.03
C: -3.16 1.02 3.62
C: 5.02 2.46 -3.11
N: 1.00 2.83 0.32
C: -2.35 0.18 2.87
H: -2.68 -2.44 -1.29
N: 0.59 2.02 -0.63
C: 2.91 2.52 -4.38
H: 2.06 -0.33 2.15
C: -3.21 0.87 -0.76
H: 7.14 2.10 -3.07
C: 3.87 2.82 -2.39
C: 6.35 2.65 -1.15
N: 2.69 2.85 -3.13
C: 0.97 -2.26 -1.98
N: 1.96 2.41 -5.31
Se: -0.42 0.57 -3.27
C: 1.59 -1.21 2.58
C: -4.59 0.87 -0.68
N: 0.64 2.37 1.49
C: 6.26 2.38 -2.51
H: 2.17 2.18 -6.26
H: 3.10 3.43 -0.49
H: -2.31 -1.55 1.59
C: -0.34 -2.27 3.55
C: -4.53 0.83 3.66
C: 0.01 -1.81 -1.07
C: -4.60 -1.52 -1.02
C: -0.04 1.21 1.32
C: 3.98 3.12 -1.04
H: -6.17 -0.39 2.99
H: -4.73 -1.90 1.66
C: -4.30 -1.08 2.21
C: -2.93 -0.87 2.16
H: 3.38 -2.38 2.51
C: 0.40 -3.42 3.75
H: -2.66 1.80 -0.68
H: -1.38 -2.22 3.87
P: -0.74 -0.19 -1.27
H: 1.76 -5.21 -0.51
H: -2.70 1.82 4.19
C: -0.31 4.37 -3.70
C: 0.30 -3.82 0.23

Mulliken atomic charge list, values in e, 5 entries: H 0.427; H 0.378; C -0.650; H 0.415; C -0.491

[2]
This record from the Open Molecules 2025 dataset describes a molecular structure, C25H49CoNO2SSi2 at a distorted geometry. The level of theory is ωB97M-V/def2-TZVPD.

- Spin multiplicity: 4
- HOMO-LUMO gap (alpha / beta): 7.36 / 7.40 eV
- Lowest unoccupied orbital energy (alpha / beta): -0.33 / -0.46 eV
- HOMO level (alpha / beta): -7.68 / -7.86 eV
- Energy: -96521.121 eV
- ⟨S²⟩: 3.763
- ΔE to the lowest compared entry with this formula, charge and spin: 0.000 eV

Cartesian coordinates (Å):
H: -2.15 -0.90 -7.02
H: 2.57 0.46 -1.98
H: -4.11 -2.45 -3.62
H: -1.18 3.06 -5.74
H: -1.28 2.24 -1.14
H: 0.67 -0.93 -6.12
H: 5.27 3.28 0.06
C: -2.78 0.33 1.86
Co: 0.76 0.32 -0.11
H: 4.39 -0.55 -0.10
H: 1.44 2.86 1.30
C: 4.34 0.21 0.69
H: 3.88 3.91 -0.85
H: -3.73 2.45 -0.63
H: -1.14 -0.24 -3.88
H: -5.39 0.96 -4.14
H: 2.34 2.26 -3.66
C: -1.45 0.17 1.49
C: -0.45 0.60 -3.55
H: 2.13 1.60 2.35
H: -3.48 -4.04 -3.12
O: -2.59 -0.67 -5.00
C: -2.33 -1.52 -6.13
C: -0.44 -0.68 2.05
H: -4.09 0.25 -6.13
C: -0.02 -2.81 -3.33
H: 0.26 -2.06 -1.29
C: 1.09 -2.20 3.25
H: 0.22 -3.73 -3.89
C: 1.64 -1.73 2.05
H: 0.53 -1.99 -3.83
C: 2.37 2.37 1.61
C: 0.46 -2.96 -1.89
H: 2.62 -1.99 1.68
H: 0.02 -3.83 -1.41
H: 1.54 -3.11 -1.92
H: -3.14 -3.13 -7.23
H: -3.13 1.30 -5.04
H: -4.38 -2.03 -6.61
H: -4.28 -2.97 -1.93
C: 4.45 3.00 -0.62
C: -3.10 1.82 -0.01
Si: 3.33 1.68 0.13
H: -0.21 2.52 -7.11
C: -3.61 -2.99 -2.81
C: -4.65 0.17 -4.04
C: 1.76 2.58 -4.53
H: -3.14 -0.20 2.74
H: -1.55 1.51 -6.54
H: -1.88 -2.73 -1.53
H: -1.39 -2.03 -5.87
H: 3.92 -0.26 1.58
H: 1.70 2.01 -1.81
N: -0.96 0.84 0.38
H: -1.08 1.35 -3.08
C: 2.14 1.16 -1.24
H: -5.18 -0.79 -4.11
H: 1.54 -2.87 3.98
H: 1.63 0.29 -6.99
H: 3.00 3.12 2.10
C: -3.63 1.11 1.08
H: -3.55 -3.17 -5.51
S: -0.49 -1.60 3.50
H: 0.25 0.20 -2.80
C: -1.75 1.69 -0.32
C: 0.76 -0.85 1.38
H: 2.46 2.75 -5.36
C: -3.43 -2.52 -6.37
Si: 0.47 1.32 -5.05
H: 1.28 3.55 -4.30
H: 5.37 0.52 0.92
H: -4.69 1.18 1.31
C: -3.62 0.32 -5.13
C: -2.29 -2.35 -2.47
H: -4.19 0.25 -3.04
H: 4.89 2.64 -1.56
H: -2.42 -1.26 -2.39
H: 2.23 -0.39 -5.46
C: -0.74 2.18 -6.21
C: 1.32 -0.06 -5.99
O: -1.40 -2.58 -3.57

Mulliken atomic charge list, values in e, 5 entries: H 0.433; H 0.512; H -0.030; H 0.297; H 0.645

[3]
This record from the Open Molecules 2025 dataset describes a molecular structure, C22H34AsNO5ReSi2. The level of theory is ωB97M-V/def2-TZVPD.

- Spin multiplicity: 4
- HOMO-LUMO gap (alpha / beta): 5.63 / 6.14 eV
- Lowest unoccupied orbital energy (alpha / beta): -7.27 / -6.78 eV
- Net charge: +2
- HOMO level (alpha / beta): -12.90 / -12.92 eV
- Energy: -113804.102 eV
- ⟨S²⟩: 4.092
- ΔE to the lowest compared entry with this formula, charge and spin: 0.000 eV

Cartesian coordinates (Å):
O: 0.54 0.57 -2.56
C: 2.19 -0.18 3.54
C: 0.80 -3.35 -0.48
H: 0.46 4.21 -1.18
C: -1.70 2.78 0.43
C: 0.10 -4.34 0.26
H: -0.85 1.89 -3.19
C: 2.31 2.91 4.13
H: 2.80 2.88 5.10
C: -1.75 -0.08 -3.20
C: -3.81 2.97 -0.65
O: -0.17 -1.55 0.74
Si: 2.79 3.65 -0.62
C: -0.12 -7.78 -0.65
C: -2.37 1.09 -1.04
C: 1.49 -3.66 -1.64
H: 4.80 0.88 1.73
H: -3.02 4.40 0.78
C: -3.56 1.77 -1.28
C: -2.86 3.48 0.24
C: 0.15 -5.60 -0.24
H: 0.97 -0.25 -2.84
C: 0.73 -1.98 -0.04
H: 5.27 1.28 3.38
C: -0.58 0.87 -3.42
H: -0.94 3.13 1.10
H: 4.94 2.47 -0.63
H: 1.22 3.24 -2.46
C: 1.50 -4.96 -2.15
H: -1.04 -8.16 -1.08
H: 3.77 1.68 -1.70
C: 4.61 1.56 2.55
C: 0.82 -5.91 -1.42
O: 0.70 -7.21 -1.69
H: 2.03 -5.22 -3.06
H: 2.43 5.56 0.88
H: 1.59 4.97 -2.31
C: 3.31 5.05 0.48
Si: 2.84 1.48 3.09
H: 1.23 2.92 4.29
H: 0.44 -8.57 -0.15
H: -4.28 1.33 -1.95
Re: 0.39 0.53 -0.08
H: -0.25 0.84 -4.46
H: -0.43 -4.09 1.17
As: 1.80 2.03 0.94
H: -1.51 -1.07 -3.60
H: 2.59 3.85 3.65
C: 1.38 4.05 -1.75
H: -2.60 0.30 -3.77
H: 2.04 -2.89 -2.16
H: 3.89 5.78 -0.08
H: 2.76 -0.96 3.03
H: 1.14 -0.28 3.26
N: -1.43 1.61 -0.21
C: 4.15 2.64 -1.35
H: -3.03 -0.82 -1.64
O: 1.56 -1.06 -0.51
H: 4.87 2.58 2.24
C: -2.13 -0.23 -1.72
H: 4.59 3.16 -2.21
H: 2.28 -0.33 4.61
H: 3.92 4.69 1.31
H: -4.74 3.50 -0.83
O: -0.41 -6.73 0.27
H: -1.37 -0.82 -1.20

Mulliken atomic charge list, values in e, 5 entries: O -0.351; C -1.047; C 0.112; H 0.273; C -0.196

Q: What is the spin multiplicity in the first record?
A: 2

Repeat the third record exactly.
This record from the Open Molecules 2025 dataset describes a molecular structure, C22H34AsNO5ReSi2. The level of theory is ωB97M-V/def2-TZVPD.

- Spin multiplicity: 4
- HOMO-LUMO gap (alpha / beta): 5.63 / 6.14 eV
- Lowest unoccupied orbital energy (alpha / beta): -7.27 / -6.78 eV
- Net charge: +2
- HOMO level (alpha / beta): -12.90 / -12.92 eV
- Energy: -113804.102 eV
- ⟨S²⟩: 4.092
- ΔE to the lowest compared entry with this formula, charge and spin: 0.000 eV

Cartesian coordinates (Å):
O: 0.54 0.57 -2.56
C: 2.19 -0.18 3.54
C: 0.80 -3.35 -0.48
H: 0.46 4.21 -1.18
C: -1.70 2.78 0.43
C: 0.10 -4.34 0.26
H: -0.85 1.89 -3.19
C: 2.31 2.91 4.13
H: 2.80 2.88 5.10
C: -1.75 -0.08 -3.20
C: -3.81 2.97 -0.65
O: -0.17 -1.55 0.74
Si: 2.79 3.65 -0.62
C: -0.12 -7.78 -0.65
C: -2.37 1.09 -1.04
C: 1.49 -3.66 -1.64
H: 4.80 0.88 1.73
H: -3.02 4.40 0.78
C: -3.56 1.77 -1.28
C: -2.86 3.48 0.24
C: 0.15 -5.60 -0.24
H: 0.97 -0.25 -2.84
C: 0.73 -1.98 -0.04
H: 5.27 1.28 3.38
C: -0.58 0.87 -3.42
H: -0.94 3.13 1.10
H: 4.94 2.47 -0.63
H: 1.22 3.24 -2.46
C: 1.50 -4.96 -2.15
H: -1.04 -8.16 -1.08
H: 3.77 1.68 -1.70
C: 4.61 1.56 2.55
C: 0.82 -5.91 -1.42
O: 0.70 -7.21 -1.69
H: 2.03 -5.22 -3.06
H: 2.43 5.56 0.88
H: 1.59 4.97 -2.31
C: 3.31 5.05 0.48
Si: 2.84 1.48 3.09
H: 1.23 2.92 4.29
H: 0.44 -8.57 -0.15
H: -4.28 1.33 -1.95
Re: 0.39 0.53 -0.08
H: -0.25 0.84 -4.46
H: -0.43 -4.09 1.17
As: 1.80 2.03 0.94
H: -1.51 -1.07 -3.60
H: 2.59 3.85 3.65
C: 1.38 4.05 -1.75
H: -2.60 0.30 -3.77
H: 2.04 -2.89 -2.16
H: 3.89 5.78 -0.08
H: 2.76 -0.96 3.03
H: 1.14 -0.28 3.26
N: -1.43 1.61 -0.21
C: 4.15 2.64 -1.35
H: -3.03 -0.82 -1.64
O: 1.56 -1.06 -0.51
H: 4.87 2.58 2.24
C: -2.13 -0.23 -1.72
H: 4.59 3.16 -2.21
H: 2.28 -0.33 4.61
H: 3.92 4.69 1.31
H: -4.74 3.50 -0.83
O: -0.41 -6.73 0.27
H: -1.37 -0.82 -1.20

Mulliken atomic charge list, values in e, 5 entries: O -0.351; C -1.047; C 0.112; H 0.273; C -0.196